1.
Here is 4 unconnected molecules or ions with the total composition C33H63INO14P3 at a distorted geometry from the OMol25 dataset. Energies are from ωB97M-V/def2-TZVPD.

```
115
C33H63INO14P3 | the OMol25 dataset | ωB97M-V/def2-TZVPD
C 5.9394 -0.9448 5.8513
C 5.4096 -1.7809 4.5869
C 4.8628 -0.8808 3.3621
C 6.0476 -0.4342 2.3308
C 3.9166 0.3229 3.7991
C 2.3680 0.0907 3.9752
C 1.4361 1.2761 4.4091
C -0.1353 1.0642 4.6429
C -0.7742 -0.1517 3.8146
C -1.2779 0.4644 2.3945
I -2.4776 -0.9442 4.9891
C 1.9739 2.7357 4.6461
C 3.4885 2.9462 4.4672
C 4.4114 1.7587 4.0738
C 5.8917 2.3440 4.0395
O 7.0096 1.8251 4.2009
N 5.6151 3.7979 3.8090
C 4.4266 4.2267 4.6073
O 4.2706 5.2936 5.2285
H 5.7910 0.1806 5.7867
H 7.0287 -1.2301 6.0234
H 5.3541 -1.3175 6.7753
H 4.5018 -2.4026 4.9441
H 6.1762 -2.5015 4.1478
H 4.1984 -1.5925 2.7346
H 6.2200 -1.2851 1.5762
H 5.8329 0.5664 1.8245
H 6.9956 -0.3664 2.9604
H 1.9927 -0.9674 3.7775
H -0.7187 2.0478 4.4976
H -0.2487 0.7914 5.7623
H -0.0873 -1.0441 3.6593
H -2.0948 -0.2280 2.0032
H -1.6815 1.5128 2.6498
H -0.3521 0.5010 1.7184
H 1.3119 3.6055 4.9681
H 5.5205 4.0337 2.8018
C -0.5530 -0.9748 -2.7537
C -0.0533 -0.0884 -1.6287
O 1.3356 0.1805 -1.7632
P 1.8196 1.2916 -2.8884
O 1.4871 2.5163 -2.0242
O 3.4338 1.2832 -2.4767
C 4.1037 2.5137 -2.2096
C 4.1661 2.7862 -0.7202
O 2.1699 -0.0529 -3.8894
C 2.6754 0.2223 -5.2017
C 4.1694 0.5001 -5.1996
H -0.5220 -0.4428 -3.7088
H -1.5832 -1.2889 -2.5705
H 0.0754 -1.8624 -2.8586
H -0.6171 0.8481 -1.5826
H -0.1862 -0.6045 -0.6735
H 3.6313 3.3381 -2.7503
H 5.1222 2.4247 -2.6028
H 3.1982 2.6539 -0.2311
H 4.5176 3.8049 -0.5260
H 4.8557 2.0880 -0.2379
H 2.1223 1.0524 -5.6502
H 2.4827 -0.6695 -5.8033
H 4.3697 1.5279 -4.8891
H 4.5888 0.3808 -6.2014
H 4.6975 -0.1620 -4.5100
C 0.1060 4.2696 -3.4495
C 0.5240 3.8209 -4.8315
O -0.6017 3.6915 -5.6872
P -1.2834 5.0666 -6.3051
O -0.2479 5.3043 -7.4092
O -2.3946 4.3220 -7.2970
C -2.4743 4.6892 -8.6735
C -1.6931 3.7227 -9.5399
O -2.4524 4.9432 -5.0604
C -3.4509 5.9687 -4.9974
C -4.5907 5.7272 -5.9732
H -0.2757 5.2954 -3.4735
H 0.9476 4.2356 -2.7634
H -0.6948 3.6375 -3.0596
H 1.2550 4.5083 -5.2671
H 0.9940 2.8307 -4.7668
H -2.1417 5.7200 -8.8198
H -3.5309 4.6575 -8.9605
H -0.6887 3.5348 -9.1537
H -1.6070 4.1009 -10.5635
H -2.1987 2.7541 -9.5742
H -2.9934 6.9482 -5.1626
H -3.8484 5.9545 -3.9794
H -4.3085 6.0411 -6.9803
H -5.4729 6.3074 -5.6923
H -4.8585 4.6695 -6.0198
C -1.9720 -5.1731 4.3736
C -3.0247 -4.4191 3.5831
O -3.9490 -5.3127 2.9767
P -5.1145 -6.0038 3.9250
O -6.0506 -4.7918 3.9789
O -5.9427 -6.7809 2.7068
C -7.3536 -6.6068 2.5862
C -7.6842 -5.5495 1.5528
O -4.1115 -7.3905 3.9990
C -4.5777 -8.4929 4.7861
C -5.5739 -9.3601 4.0345
H -2.4174 -5.6591 5.2464
H -1.1899 -4.4944 4.7220
H -1.5160 -5.9581 3.7654
H -3.5526 -3.7000 4.2145
H -2.5420 -3.8618 2.7752
H -7.8002 -6.3748 3.5563
H -7.7764 -7.5661 2.2684
H -7.1007 -4.6362 1.6894
H -8.7474 -5.2914 1.5873
H -7.4538 -5.9179 0.5496
H -5.0039 -8.1294 5.7255
H -3.6989 -9.0952 5.0304
H -6.5675 -8.9073 4.0504
H -5.6629 -10.3442 4.5009
H -5.2847 -9.4850 2.9888
```

Its total charge is 0. The value obtained for the calculated total energy is -101356.092 eV. For the LUMO energy, the calculation gives -1.853 eV. As for the spin multiplicity: 1.



2.
Here is a molecular structure, C11H23BrFO4V at a distorted geometry from the OMol25 dataset. Energies are from ωB97M-V/def2-TZVPD.

```
41
C11H23BrFO4V | the OMol25 dataset | ωB97M-V/def2-TZVPD
V -1.4752 0.2054 -1.0459
C 0.4546 -3.1701 -2.6085
C -1.0238 -2.8994 -2.3766
O -1.2808 -1.6217 -1.9148
H 0.9251 -2.3133 -3.0906
H 0.5629 -4.0241 -3.2858
H 0.9264 -3.4339 -1.6628
H -1.3955 -3.6244 -1.6270
H -1.6558 -3.1008 -3.2520
F -1.3384 1.4503 -2.5497
Br -3.8359 0.1528 -0.2762
C 0.1471 3.5250 1.2826
C -1.2006 2.9798 0.9235
O -1.3167 2.0004 0.2202
C -2.4534 3.6174 1.4821
H 0.1058 4.0161 2.2545
H 0.3800 4.2362 0.4819
H 0.9623 2.8046 1.3127
H -3.2507 3.0151 1.0338
H -2.5400 4.6787 1.2767
H -2.5626 3.3832 2.5440
C 0.6283 -0.9907 2.5520
C -0.6715 -1.2303 1.8154
O -0.8713 -0.6902 0.7490
C -1.6793 -2.1639 2.4019
H 1.4340 -1.1511 1.8387
H 0.7149 -1.7531 3.3274
H 0.7083 -0.0133 3.0206
H -2.2140 -1.5567 3.1468
H -1.1527 -2.8964 3.0174
H -2.3879 -2.6346 1.7333
C 2.7610 1.5854 -1.6302
C 2.0243 0.3286 -1.2048
O 0.8213 0.3145 -1.1516
C 2.8451 -0.9024 -0.9329
H 3.1178 2.1836 -0.7949
H 2.1208 2.1430 -2.3115
H 3.6260 1.2596 -2.2153
H 2.1348 -1.6718 -0.6185
H 3.5180 -0.7034 -0.0949
H 3.3872 -1.3340 -1.7702
```

Its total charge is 0. The calculation puts the energy above the lowest of the compared OMol25 structures with the same formula, charge and spin at 10.99 kcal/mol. The value obtained for the calculated total energy is -118419.515 eV. For the LUMO energy (spin up / spin down), the calculation gives 0.090 / 0.107 eV. As for the spin multiplicity: 3.